Record 1
Molecular formula: C3H8O
Method: DFT, ωB97M-V with the def2-TZVPD basis set

Properties
* maximum force: 0.0100 Eh/bohr
* E_LUMO: 1.030 eV
* HOMO-LUMO gap: 11.27 eV
* ΔE to the lowest compared entry with this formula, charge and spin: 24.0 kJ/mol
* SMILES: CC(C)O
* DFT total energy: -194.3268 Eh
* HOMO energy: -10.244 eV
* net charge: 0

Last column: Mulliken charge in e.
Element x y z (Å)
C1 0.15689 1.19317 -0.63382  -1.1470
C2 0.46318 -0.00948 0.27244  0.5993
C3 -0.52296 -1.07846 -0.14686  -1.4836
O1 0.28993 0.30945 1.65255  -0.5535
H1 1.01382 1.49489 -1.23910  0.2910
H2 -0.63848 0.91573 -1.33903  0.3135
H3 -0.21724 2.03932 -0.05539  0.3249
H4 1.49793 -0.36666 0.14085  0.2157
H5 -0.38832 -1.31892 -1.20749  0.3527
H6 -0.42687 -1.98439 0.45282  0.4221
H7 -1.52662 -0.65669 -0.02003  0.3649
H8 0.29872 -0.53796 2.12306  0.2999

***

Record 2
Molecular formula: C3H8O
Method: DFT, ωB97M-V with the def2-TZVPD basis set

Properties
* maximum force: 0.0480 Eh/bohr
* E_LUMO: 0.795 eV
* HOMO-LUMO gap: 9.99 eV
* ΔE to the lowest compared entry with this formula, charge and spin: 364.4 kJ/mol
* DFT total energy: -194.1972 Eh
* HOMO energy: -9.199 eV
* net charge: 0

Last column: Mulliken charge in e.
Element x y z (Å)
C1 -0.97917 -0.84489 0.72375  -1.0434
C2 -0.34438 0.39485 -0.60808  0.4097
C3 0.70008 -0.39241 -0.03968  -0.8186
O1 -0.51930 1.58204 -0.35727  -0.6465
H1 -2.03416 -0.70152 0.41136  0.3574
H2 -0.78716 -1.89772 0.71153  0.3620
H3 -0.89108 -0.40721 1.70489  0.3268
H4 -0.88173 -0.07295 -1.43486  0.3680
H5 1.09547 -1.27865 -0.53764  0.3061
H6 2.00290 1.64426 -0.69078  0.1758
H7 1.33429 0.02625 0.73997  0.3797
H8 1.30423 1.94795 -0.62319  -0.1772